1.
{
  "formula": "C34H30AsFN3O4ReS",
  "method": "ωB97M-V/def2-TZVPD",
  "e_lumo_ev": [-3.422, -4.675],
  "s_squared": 3.773,
  "multiplicity": 4,
  "charge": 1,
  "homo_ev": [-10.72, -11.00],
  "species": ["Re", "O", "S", "O", "N", "C", "C", "C", "C", "C", "C", "C", "C", "N", "C", "C", "C", "C", "C", "C", "C", "H", "H", "H", "H", "H", "H", "H", "H", "H", "H", "H", "O", "C", "O", "C", "C", "C", "C", "C", "C", "C", "C", "C", "N", "H", "H", "H", "H", "H", "H", "F", "C", "As", "C", "C", "C", "C", "C", "C", "C", "C", "H", "H", "H", "H", "H", "H", "H", "H", "H", "H", "H", "H", "H"],
  "coordinates": [[-0.0030, 0.1531, 0.1801], [-3.7916, 1.5565, 1.6324], [-2.3993, 1.8319, 1.7906], [-1.6680, 1.2097, 2.8564], [-1.5833, 1.4800, 0.3710], [-2.2069, 1.8572, -0.8122], [-3.1759, 2.8337, -0.9657], [-3.7302, 3.0985, -2.2258], [-3.3460, 2.4108, -3.3425], [-2.3631, 1.4086, -3.2326], [-1.9072, 0.6454, -4.3246], [-0.9368, -0.3026, -4.1328], [-0.4284, -0.4997, -2.8491], [-0.8449, 0.1810, -1.7952], [-1.7961, 1.1431, -1.9650], [-2.1733, 3.5812, 1.9794], [-0.8875, 4.0987, 1.9562], [-0.7146, 5.4614, 2.1327], [-1.8177, 6.2819, 2.3351], [-3.0972, 5.7451, 2.3750], [-3.2825, 4.3823, 2.1956], [-3.5079, 3.3952, -0.1082], [-4.4777, 3.8762, -2.3108], [-3.7719, 2.6211, -4.3144], [-2.3284, 0.8181, -5.3069], [-0.5516, -0.8925, -4.9514], [0.3418, -1.2388, -2.6785], [-0.0412, 3.4388, 1.8044], [0.2821, 5.8815, 2.1151], [-1.6769, 7.3453, 2.4753], [-3.9549, 6.3805, 2.5488], [-4.2642, 3.9270, 2.2314], [-1.4920, -2.4597, 2.9001], [-0.8861, -1.6236, 2.2873], [-1.0602, -1.2891, 1.0340], [0.2535, -0.8577, 2.9370], [0.6403, -1.1575, 4.2455], [1.7956, -0.6092, 4.7207], [2.5435, 0.2736, 3.9089], [3.7904, 0.7970, 4.3143], [4.4992, 1.6272, 3.4922], [3.9604, 2.0081, 2.2500], [2.7505, 1.5224, 1.8274], [2.0354, 0.6088, 2.6274], [0.8942, 0.0024, 2.1592], [0.0219, -1.8352, 4.8151], [2.1647, -0.8633, 5.7070], [4.1724, 0.5236, 5.2898], [5.4686, 1.9986, 3.7954], [4.5050, 2.6955, 1.6162], [2.3363, 1.8404, 0.8797], [1.0384, 1.6207, -0.5889], [3.4847, -0.7951, -1.1410], [1.8707, -1.5496, -0.3449], [2.6172, -2.4441, 1.2127], [1.5460, -3.1666, -1.4508], [0.4751, -4.0357, -0.8432], [-0.8688, -3.7670, -1.0859], [-1.8594, -4.5452, -0.5121], [-1.5174, -5.6025, 0.3167], [-0.1820, -5.8906, 0.5498], [0.8105, -5.1120, -0.0269], [3.2415, -0.2607, -2.0576], [4.2048, -1.5834, -1.3504], [3.9114, -0.0863, -0.4330], [3.3041, -3.2208, 0.8809], [1.8205, -2.9074, 1.7920], [3.1596, -1.7404, 1.8394], [2.5028, -3.6871, -1.4770], [1.2843, -2.8898, -2.4712], [-1.1405, -2.9426, -1.7370], [-2.9007, -4.3155, -0.6945], [-2.2895, -6.1998, 0.7817], [0.0897, -6.7254, 1.1826], [1.8537, -5.3544, 0.1427]],
  "forces_ev_per_angstrom": [[-0.23, 0.68, 0.11], [-0.07, 0.03, -0.07], [0.25, 0.27, -0.02], [0.32, -0.36, -0.16], [-0.09, -0.16, 0.84], [-0.29, 0.31, -0.54], [0.38, -0.33, 0.13], [-0.08, 0.08, -0.23], [-0.05, 0.06, -0.03], [0.12, -0.09, 0.12], [0.05, -0.02, 0.08], [-0.04, 0.06, -0.07], [0.13, -0.11, 0.08], [0.14, -0.22, 0.24], [-0.33, 0.28, -0.04], [-0.06, -0.20, -0.02], [0.01, 0.01, 0.00], [0.05, -0.05, -0.01], [-0.04, 0.01, 0.04], [-0.01, 0.00, 0.01], [0.01, -0.07, 0.05], [-0.09, 0.03, -0.14], [-0.01, -0.02, 0.03], [-0.04, 0.02, 0.03], [0.01, 0.02, 0.00], [-0.01, -0.03, 0.01], [-0.11, 0.12, -0.04], [0.01, 0.06, -0.04], [-0.01, 0.02, 0.00], [0.00, 0.00, -0.01], [0.02, 0.03, 0.00], [-0.01, 0.07, -0.02], [0.08, 0.11, -0.27], [0.02, 0.03, 0.74], [-0.14, -0.06, -0.49], [-0.06, -0.11, -0.09], [0.02, 0.05, -0.02], [0.00, 0.00, 0.00], [-0.18, -0.10, -0.21], [0.07, 0.10, 0.05], [0.02, -0.05, 0.12], [-0.14, -0.06, -0.02], [0.02, 0.10, -0.15], [0.29, 0.16, 0.20], [-0.34, 0.06, -0.24], [0.03, -0.06, -0.03], [-0.02, 0.05, 0.01], [0.01, -0.01, -0.01], [-0.03, 0.03, 0.03], [0.00, 0.01, 0.01], [0.06, -0.06, 0.03], [-0.02, -0.33, 0.12], [-0.27, 0.13, 0.04], [0.95, -0.81, -0.39], [-0.16, 0.02, 0.07], [-0.26, 0.09, 0.21], [0.03, 0.04, -0.04], [0.05, 0.02, -0.04], [-0.06, 0.08, 0.05], [0.00, -0.02, 0.03], [0.04, -0.03, 0.05], [0.03, 0.05, -0.02], [-0.03, -0.02, 0.00], [-0.05, -0.07, 0.03], [0.00, 0.00, 0.01], [-0.01, 0.03, -0.09], [-0.02, -0.03, -0.02], [-0.02, 0.11, -0.02], [0.07, 0.07, -0.01], [0.13, 0.03, 0.02], [-0.05, -0.01, 0.04], [0.01, 0.00, -0.02], [-0.01, -0.01, -0.02], [0.00, 0.01, -0.01], [0.00, 0.00, 0.02]]
}

2.
{
  "formula": "C24H18FeN16O4S",
  "method": "ωB97M-V/def2-TZVPD",
  "e_lumo_ev": [1.120, 1.942],
  "s_squared": 1.050,
  "multiplicity": 2,
  "charge": -1,
  "homo_ev": [-5.42, -5.43],
  "species": ["Fe", "O", "C", "N", "C", "O", "C", "C", "C", "C", "C", "N", "C", "C", "C", "C", "C", "N", "H", "H", "H", "H", "H", "H", "H", "H", "N", "C", "N", "N", "N", "N", "C", "N", "N", "N", "N", "H", "N", "C", "C", "C", "C", "C", "C", "S", "O", "O", "N", "C", "N", "C", "C", "C", "N", "H", "H", "H", "H", "H", "H", "H", "H", "H"],
  "coordinates": [[-0.8960, -0.1792, -0.9156], [-3.6620, 2.1346, 1.3913], [-2.8052, 1.3815, 0.9764], [-2.8333, 0.5498, -0.0991], [-3.9609, 0.3911, -0.8412], [-4.9729, 1.0612, -0.8794], [-3.8602, -0.8692, -1.6481], [-4.9553, -1.3442, -2.3497], [-4.8222, -2.5269, -3.0554], [-3.6004, -3.1800, -3.0428], [-2.5559, -2.6230, -2.3265], [-2.6931, -1.4974, -1.6268], [-1.5597, 1.1479, 1.7745], [-1.2738, 1.9480, 2.8701], [-0.1849, 1.6311, 3.6498], [0.5689, 0.5093, 3.3256], [0.2150, -0.2239, 2.2136], [-0.8307, 0.0910, 1.4412], [-5.8640, -0.7598, -2.3278], [-5.6617, -2.9371, -3.6027], [-3.4504, -4.1029, -3.5854], [-1.5800, -3.0834, -2.3051], [-1.9139, 2.7954, 3.0671], [0.0706, 2.2338, 4.5131], [1.4147, 0.2001, 3.9231], [0.7642, -1.1170, 1.9467], [-0.2435, 2.2506, -3.3981], [-0.4839, 0.9728, -3.7833], [-0.4784, 0.5649, -5.0366], [-0.7892, -0.7438, -4.9702], [-0.9770, -1.1024, -3.7544], [-0.7958, -0.0232, -2.9563], [-0.1932, 2.6176, -2.0947], [0.1539, 3.8176, -1.6784], [0.0583, 3.7522, -0.3385], [-0.3348, 2.5872, 0.0293], [-0.5224, 1.8322, -1.0724], [0.0939, 2.8990, -4.0867], [4.1901, 2.2869, 4.4767], [3.7997, 1.8129, 3.2256], [4.1565, 0.5253, 2.8153], [3.8237, 0.0780, 1.5491], [3.1256, 0.9145, 0.6862], [2.7647, 2.1946, 1.0799], [3.1033, 2.6399, 2.3442], [2.6639, 0.3107, -0.9066], [2.2955, 1.4353, -1.7137], [3.7181, -0.5413, -1.3744], [1.2848, -0.5398, -0.6534], [1.2527, -1.8297, -0.3045], [-0.0098, -2.2945, -0.3075], [-0.2225, -3.5586, 0.0114], [0.8140, -4.4150, 0.3345], [2.0798, -3.8403, 0.3456], [2.3163, -2.5731, 0.0515], [4.4118, 1.5925, 5.1693], [3.6765, 3.0747, 4.8329], [4.6978, -0.1199, 3.4994], [4.0934, -0.9148, 1.2103], [2.2222, 2.8338, 0.3989], [2.8191, 3.6385, 2.6580], [-1.2573, -3.8864, 0.0166], [0.6462, -5.4524, 0.5797], [2.9493, -4.4274, 0.6281]],
  "forces_ev_per_angstrom": [[-0.31, 1.77, 0.75], [-0.01, 0.04, -0.02], [-0.06, 0.00, -0.08], [0.78, -0.05, -0.87], [-0.01, 0.09, 0.05], [-0.04, -0.01, 0.07], [-0.17, -0.12, -0.24], [0.00, 0.04, -0.08], [-0.04, 0.03, 0.05], [-0.05, -0.10, 0.07], [-0.10, -0.10, 0.21], [0.62, -0.25, 0.04], [0.01, -0.13, 0.43], [-0.06, -0.06, 0.26], [-0.09, 0.04, 0.01], [-0.05, -0.15, 0.04], [-0.03, -0.08, 0.03], [0.49, -0.08, -0.79], [-0.02, -0.04, 0.01], [0.02, 0.01, -0.04], [0.02, 0.01, -0.01], [-0.04, 0.00, -0.04], [-0.02, -0.01, -0.02], [0.02, 0.02, -0.03], [0.03, 0.02, -0.03], [0.08, 0.09, -0.03], [0.06, 0.27, -0.32], [-0.11, -0.34, -0.11], [0.02, 0.06, -0.18], [0.02, 0.02, 0.12], [0.28, 0.04, -0.22], [-0.01, -0.51, 1.28], [-0.11, 0.15, 0.36], [0.05, 0.17, -0.07], [-0.10, -0.09, -0.02], [0.16, 0.20, -0.05], [-0.12, -1.29, 0.31], [0.03, -0.01, 0.01], [0.05, 0.01, -0.06], [0.06, 0.02, -0.05], [-0.02, 0.00, 0.04], [-0.04, 0.00, -0.01], [-0.08, -0.15, 0.03], [0.03, -0.01, -0.04], [0.03, 0.01, 0.06], [0.02, 0.05, -0.37], [-0.06, 0.11, 0.11], [0.02, -0.16, 0.10], [-0.71, 0.49, -0.56], [0.40, -0.32, 0.00], [-0.76, 0.17, -0.31], [-0.12, -0.02, 0.07], [0.01, 0.04, 0.01], [-0.03, 0.09, 0.02], [0.07, 0.02, 0.16], [-0.06, 0.00, 0.02], [-0.03, -0.03, 0.03], [0.03, 0.00, -0.04], [0.01, 0.01, 0.04], [-0.02, 0.02, 0.01], [0.01, 0.00, -0.03], [0.01, 0.01, -0.04], [0.00, 0.00, 0.01], [0.00, -0.01, -0.03]]
}

3.
{
  "formula": "C6H12N2O",
  "method": "ωB97M-V/def2-TZVPD",
  "smiles": "[H]/N=C(\\CC)N(C)C(C)=O",
  "e_lumo_ev": 0.836,
  "homo_ev": -8.92,
  "species": ["C", "C", "C", "C", "N", "C", "C", "N", "O", "H", "H", "H", "H", "H", "H", "H", "H", "H", "H", "H", "H"],
  "coordinates": [[1.0582, 0.9244, 0.8310], [-1.9514, -1.3178, -0.0980], [-0.4974, 0.7172, -2.2635], [2.1699, -0.0298, 1.2302], [-0.8072, -0.4261, -0.1410], [-0.0628, -0.3870, -1.3323], [-0.3426, 0.2148, 0.9711], [-0.9751, 0.2175, 2.0875], [0.7466, -1.2519, -1.6506], [-0.4500, 0.6996, 2.8226], [1.0357, 1.7776, 1.5182], [1.2661, 1.3564, -0.1496], [-2.2772, -1.5225, 0.9241], [-1.6945, -2.2564, -0.5990], [-2.7725, -0.8529, -0.6523], [-0.0986, 0.5292, -3.2642], [-1.5882, 0.7504, -2.3348], [-0.1319, 1.6836, -1.9100], [2.2150, -0.8955, 0.5630], [3.1391, 0.4777, 1.2013], [2.0186, -0.4085, 2.2464]],
  "forces_ev_per_angstrom": [[-1.03, -0.26, 0.42], [-0.31, -0.19, -0.50], [0.39, -0.18, -0.62], [0.34, -0.29, 0.10], [0.11, -0.22, 1.43], [0.90, -1.29, -1.85], [1.28, 1.25, 0.86], [0.05, -0.32, -0.42], [-1.31, 1.50, 0.79], [-0.15, -0.10, -0.48], [-0.06, -0.15, -0.08], [-0.21, -0.22, -0.14], [0.31, 0.26, -0.14], [-0.02, 0.06, 0.14], [-0.17, -0.14, 0.14], [0.05, 0.10, 0.18], [0.11, 0.04, 0.23], [-0.16, -0.03, 0.06], [0.00, 0.13, 0.03], [-0.10, -0.08, -0.01], [-0.01, 0.10, -0.13]]
}

4.
{
  "formula": "C3H4NaO3",
  "method": "ωB97M-V/def2-TZVPD",
  "e_lumo_ev": [1.731, 1.729],
  "charge": -1,
  "homo_ev": [-1.72, -1.72],
  "species": ["O", "C", "O", "O", "C", "H", "C", "H", "H", "Na", "H"],
  "coordinates": [[-1.1794, -0.5225, -0.1051], [-1.7175, 0.7542, -0.1793], [-1.4817, 1.5518, 0.7589], [-2.3701, 0.9728, -1.2101], [0.0907, -0.6865, 0.4785], [0.1197, -1.5235, 1.1871], [1.2019, -0.4357, -0.3315], [1.0892, 0.3046, -1.1314], [2.2015, -0.5480, 0.1113], [0.4074, 1.6893, 1.9157], [1.6382, -1.5565, -1.4939]],
  "forces_ev_per_angstrom": [[0.48, -0.48, 0.27], [-0.36, 0.42, -1.49], [0.39, 0.59, 0.90], [0.00, -0.19, 0.65], [-0.43, 0.11, 1.20], [-0.07, 0.24, -0.37], [1.63, -1.15, -1.90], [0.20, -0.01, 0.60], [-0.63, 0.40, -0.15], [-0.64, -0.70, -0.69], [-0.55, 0.78, 0.97]]
}

5.
{
  "formula": "C10H11NO",
  "method": "ωB97M-V/def2-TZVPD",
  "smiles": "O/N=C1/CCCc2ccccc21",
  "e_lumo_ev": 0.852,
  "homo_ev": -8.87,
  "species": ["C", "C", "C", "C", "C", "C", "C", "C", "C", "C", "H", "H", "H", "H", "H", "H", "H", "H", "H", "H", "H", "N", "O"],
  "coordinates": [[1.2935, 0.6161, 0.3178], [2.0912, -0.5237, 0.8816], [1.4391, -1.7465, 0.3180], [0.5332, -1.5335, -0.9469], [-0.6153, -0.4967, -0.5575], [-1.9878, -0.8453, -0.6115], [-3.0560, -0.0030, -0.0744], [-2.6007, 1.2809, 0.4093], [-1.2129, 1.4902, 0.7238], [-0.2274, 0.6430, 0.2343], [1.8189, 3.3401, -1.1683], [3.0857, -0.2650, 0.5297], [2.3464, -0.3351, 1.9859], [0.8403, -2.0567, 1.1876], [2.1097, -2.6597, 0.2761], [0.0539, -2.4994, -1.1472], [1.1320, -1.1535, -1.8048], [-2.3492, -1.8893, -0.8387], [-4.0466, -0.1081, -0.2103], [-3.1371, 2.1929, 0.5878], [-1.0153, 2.5307, 1.2061], [2.1024, 1.5595, -0.2479], [1.4022, 2.4622, -1.0503]],
  "forces_ev_per_angstrom": [[1.76, 5.35, -1.25], [1.33, 2.42, 0.50], [-0.08, -2.41, 1.46], [-0.64, 1.06, 1.19], [-0.43, -1.03, 1.32], [-1.68, -0.31, 1.31], [6.49, 2.95, -0.31], [1.93, -1.89, 0.15], [-0.72, 2.02, -0.40], [0.71, -1.92, -1.49], [0.58, -1.16, 0.66], [0.24, -0.55, -0.72], [-1.43, -1.15, -1.02], [-0.79, -0.19, -0.62], [-0.34, 1.24, -0.63], [0.21, 0.33, -0.38], [-0.45, -0.40, 0.49], [0.86, 1.18, -0.42], [-3.18, -1.05, -0.49], [-1.13, -0.31, 0.22], [0.15, -2.20, -0.79], [-2.08, -2.35, 1.22], [-1.32, 0.34, 0.00]]
}

6.
{
  "formula": "C5H7F2NO2",
  "method": "ωB97M-V/def2-TZVPD",
  "e_lumo_ev": -1.030,
  "homo_ev": -9.05,
  "species": ["C", "C", "C", "C", "C", "N", "O", "O", "F", "F", "H", "H", "H", "H", "H", "H", "H"],
  "coordinates": [[-0.2853, 0.8514, -1.7672], [1.2462, -1.3978, 1.5696], [0.9627, -1.5091, 0.0693], [0.6116, -0.3196, 0.8331], [-0.7148, 1.2555, -0.3223], [0.2507, 0.9250, 0.7301], [0.5674, 0.0307, -1.9780], [-1.0728, 1.3585, -2.6925], [-0.0177, -2.4839, -0.1171], [-1.8704, -0.2356, 1.5887], [0.6798, -2.0165, 2.1812], [2.2277, -1.2419, 1.8456], [1.6969, -1.4819, -0.8307], [-1.5957, 0.6865, -0.0560], [-0.9016, 2.3344, -0.3510], [0.0097, 1.1683, 1.7107], [-1.7945, 2.0761, -2.4136]],
  "forces_ev_per_angstrom": [[-0.19, -0.60, 2.68], [0.35, 1.32, -1.91], [0.16, -1.86, -0.95], [-1.13, 0.36, -1.05], [0.84, 0.97, -1.48], [0.17, -1.98, 1.38], [-0.29, 0.98, -0.97], [-2.29, 2.29, -0.71], [0.53, 1.13, -0.43], [0.73, 0.01, -0.20], [-1.27, -0.87, 1.00], [2.04, 0.33, 0.83], [-1.21, 0.02, 2.17], [-0.70, -0.28, 0.43], [0.03, -0.21, 0.46], [-0.29, 0.85, -0.90], [2.53, -2.47, -0.36]]
}

Energy above the lowest of the compared OMol25 structures with the same formula, charge and spin, respectively: 0.000, 2.300, 0.735, 2.069, 4.408, 4.308 eV.
Energy, respectively: -4590.875233, -3764.444054, -420.556875, -504.684020, -517.510581, -599.528311 Ha.